Density functional theory data (ωB97M-V with the def2-TZVPD basis set) for a cluster of 3 separate species, C2H10N4O in total.

Each line ends with the natural charge from an NBO analysis.
Cartesian coordinates (Å):
C (-0.546, -0.309, -0.726)  0.3497
C (-0.112, 1.285, 0.993)  -0.4332
N (0.149, 0.749, -0.319)  -0.2461
N (0.730, -1.498, 0.458)  -0.4381
N (1.090, -1.479, 1.751)  -0.5888
N (-0.277, -0.845, -1.944)  -0.7982
O (-1.293, 1.875, -1.248)  -0.9378
H (-0.894, 2.034, -2.115)  0.4274
H (1.558, -1.348, -0.117)  0.3402
H (-1.494, -0.591, -0.275)  0.1872
H (0.323, -1.563, 2.403)  0.3714
H (1.862, -0.894, 2.060)  0.3512
H (-0.981, -1.409, -2.390)  0.4006
H (0.358, -0.337, -2.541)  0.3994
H (0.673, 0.956, 1.689)  0.1873
H (-0.052, 2.369, 0.935)  0.2447
H (-1.096, 1.008, 1.385)  0.1832

Values from the calculation:
E   -10238.237 eV
Relative energy (zero: lowest compared OMol25 entry of this formula, charge and spin)   158.9 kcal per mole
HOMO (spin up / spin down)   -0.2494 / -0.2494 hartree
Frontier orbital gap (spin up / spin down)   6.46 / 6.46 eV
LUMO (spin up / spin down)   -0.329 / -0.329 eV

Density functional theory data (ωB97M-V with the def2-TZVPD basis set) for a cluster of 2 separate species, CH3NOS2 in total.

Each line ends with the natural charge from an NBO analysis.
Cartesian coordinates (Å):
N (-1.594, -0.510, 0.371)  -0.6653
C (-2.714, -0.113, 0.245)  0.2262
S (-4.235, 0.140, 0.065)  -0.0058
H (-0.682, -0.122, 0.470)  0.4280
O (2.326, -0.690, -0.067)  -0.8412
S (1.828, 0.887, 0.041)  0.2781
H (3.258, -0.752, 0.157)  0.4862
H (1.814, 1.160, -1.283)  0.0939

Values from the calculation:
E   -26292.440 eV
Relative energy (zero: lowest compared OMol25 entry of this formula, charge and spin)   12.2 kcal per mole
HOMO   -0.3443 hartree
Frontier orbital gap   9.46 eV
LUMO   0.094 eV
Structure (SMILES)   N=C=S.OS

Density functional theory data (ωB97M-V with the def2-TZVPD basis set) for a cluster of 3 separate species, C2H11NO2S2 in total.

Each line ends with the natural charge from an NBO analysis.
Cartesian coordinates (Å):
N (0.288, -1.006, -2.352)  -0.8755
C (0.861, 0.265, -1.877)  -0.2304
C (0.266, 0.417, -0.476)  -0.5207
S (1.536, -0.486, 0.555)  0.0588
S (0.405, -1.358, 1.905)  -0.1310
H (-0.669, -1.107, -2.041)  0.3700
H (0.436, -1.419, -3.266)  0.3748
H (2.025, 0.370, -1.865)  0.1942
H (0.514, 1.105, -2.508)  0.1699
H (0.084, 1.405, -0.204)  0.2057
H (-0.699, -0.155, -0.334)  0.2516
H (0.722, -0.443, 2.835)  0.1182
O (-2.844, -0.127, -0.673)  -0.9467
H (-2.956, 0.491, 0.065)  0.4823
H (-3.298, -0.947, -0.410)  0.4756
O (-1.415, 3.361, 0.400)  -0.9472
H (-0.569, 3.586, 0.011)  0.4763
H (-1.422, 3.551, 1.318)  0.4738

Values from the calculation:
E   -29507.116 eV
Relative energy (zero: lowest compared OMol25 entry of this formula, charge and spin)   24.0 kcal per mole
HOMO   -0.3089 hartree
Frontier orbital gap   8.86 eV
LUMO   0.456 eV
Structure (SMILES)   NCCSS.O.O

Density functional theory data (ωB97M-V with the def2-TZVPD basis set) for a cluster of 4 separate species, C28H59N2O13 in total.

Each line ends with the Löwdin charge.
Cartesian coordinates (Å):
C (-0.764, 4.868, 0.455)  0.0066
C (-0.628, 4.370, -0.877)  -0.0882
C (-0.519, 3.663, -2.349)  -0.1383
C (-1.980, 3.075, -2.925)  -0.2895
C (-2.937, 2.536, -1.713)  -0.1291
C (-4.417, 1.950, -2.214)  -0.1628
C (-4.811, 0.589, -1.327)  -0.2479
O (-5.052, 1.013, 0.071)  -0.1584
C (-2.741, 4.454, -3.498)  -0.3593
O (-3.923, 4.447, -4.142)  -0.1548
O (-2.182, 5.830, -3.279)  -0.2787
N (-1.598, 2.098, -3.981)  -0.2283
O (-1.992, 2.395, -5.219)  -0.0357
C (-1.607, 0.656, -3.629)  -0.1566
C (-0.607, 0.168, -2.428)  -0.2514
N (0.826, -0.105, -2.929)  -0.0600
H (-0.785, 4.913, 1.647)  0.0260
H (-0.011, 4.409, -3.131)  0.1345
H (0.287, 2.790, -2.231)  0.1006
H (-2.480, 1.695, -1.041)  0.0904
H (-3.231, 3.420, -0.966)  0.1382
H (-5.257, 2.758, -2.073)  0.1227
H (-4.335, 1.697, -3.365)  0.1032
H (-3.879, -0.149, -1.367)  0.1090
H (-5.780, 0.127, -1.812)  0.1194
H (-4.167, 0.918, 0.562)  0.1002
H (-2.706, 1.774, -5.554)  0.1257
H (-2.665, 0.173, -3.402)  0.1072
H (-1.230, 0.070, -4.601)  0.1303
H (-0.514, 0.895, -1.518)  0.1002
H (-0.973, -0.883, -1.997)  0.1140
H (0.828, -1.098, -3.287)  0.0585
H (1.460, -0.059, -2.082)  0.0683
C (-3.504, -4.559, 2.540)  -0.1102
O (-2.728, -3.740, 3.399)  -0.2094
C (-1.760, -2.965, 2.687)  -0.1877
C (-1.408, -1.697, 3.465)  -0.1816
O (-2.397, -0.667, 3.343)  -0.1384
C (-3.617, -0.884, 4.068)  -0.1621
C (-3.451, -0.724, 5.582)  -0.1881
O (-2.881, -1.906, 6.147)  -0.2059
C (-2.241, -1.657, 7.386)  -0.1036
H (-2.867, -5.278, 2.019)  0.0840
H (-4.232, -5.100, 3.149)  0.0875
H (-4.050, -3.942, 1.820)  0.0879
H (-2.143, -2.691, 1.697)  0.1258
H (-0.866, -3.588, 2.568)  0.1239
H (-0.496, -1.276, 3.026)  0.1250
H (-1.183, -1.908, 4.512)  0.1116
H (-4.068, -1.841, 3.802)  0.1186
H (-4.302, -0.103, 3.720)  0.1283
H (-4.432, -0.577, 6.046)  0.1244
H (-2.816, 0.146, 5.790)  0.1175
H (-1.427, -0.937, 7.258)  0.0727
H (-1.815, -2.595, 7.748)  0.0895
H (-2.960, -1.288, 8.120)  0.0862
C (4.852, -1.270, -10.189)  -0.1121
O (3.870, -1.955, -9.428)  -0.2084
C (4.446, -2.855, -8.478)  -0.1939
C (3.494, -3.077, -7.302)  -0.1757
O (3.500, -1.996, -6.360)  -0.1399
C (2.843, -0.794, -6.784)  -0.1625
C (1.317, -0.924, -6.820)  -0.1882
O (0.904, -1.596, -8.012)  -0.2104
C (-0.374, -2.194, -7.878)  -0.1112
H (5.449, -1.978, -10.769)  0.0826
H (4.340, -0.589, -10.873)  0.0889
H (5.495, -0.677, -9.531)  0.0864
H (5.398, -2.461, -8.106)  0.1240
H (4.625, -3.805, -8.994)  0.1214
H (3.849, -3.950, -6.743)  0.1231
H (2.480, -3.307, -7.634)  0.1173
H (3.247, -0.437, -7.733)  0.1166
H (3.099, -0.043, -6.029)  0.1288
H (0.862, 0.071, -6.828)  0.1303
H (0.977, -1.473, -5.933)  0.1125
H (-0.365, -2.938, -7.076)  0.0834
H (-0.616, -2.702, -8.814)  0.0860
H (-1.133, -1.435, -7.680)  0.0850
C (4.077, 2.242, 9.686)  -0.1129
O (3.580, 2.226, 8.358)  -0.2089
C (4.616, 2.391, 7.386)  -0.1913
C (4.209, 1.759, 6.054)  -0.1694
O (4.350, 0.332, 6.040)  -0.1374
C (3.372, -0.400, 6.792)  -0.1694
C (1.988, -0.402, 6.135)  -0.1889
O (1.308, 0.825, 6.406)  -0.2080
C (0.300, 1.105, 5.451)  -0.0948
H (4.548, 3.203, 9.907)  0.0843
H (3.237, 2.090, 10.367)  0.0878
H (4.791, 1.425, 9.833)  0.0849
H (5.547, 1.931, 7.737)  0.1238
H (4.773, 3.467, 7.253)  0.1245
H (4.897, 2.125, 5.284)  0.1270
H (3.205, 2.060, 5.748)  0.1196
H (3.335, -0.059, 7.828)  0.1164
H (3.737, -1.433, 6.811)  0.1243
H (1.383, -1.213, 6.553)  0.1191
H (2.098, -0.550, 5.053)  0.1276
H (0.734, 1.192, 4.451)  0.0947
H (-0.162, 2.061, 5.708)  0.0962
H (-0.465, 0.326, 5.464)  0.0551

Values from the calculation:
Net charge   -1
E   -59574.698 eV
HOMO   -0.1443 hartree
Frontier orbital gap   5.90 eV
LUMO   1.970 eV

Density functional theory data (ωB97M-V with the def2-TZVPD basis set) for a cluster of 4 separate species, C24H47BFN2O18P3 in total.

Each line ends with the Löwdin charge.
Cartesian coordinates (Å):
C (4.953, 2.236, 4.134)  -0.0664
C (5.001, 2.967, 2.668)  -0.3182
O (5.558, 4.334, 2.883)  -0.1302
C (3.555, 3.091, 1.905)  -0.1309
O (2.542, 2.175, 2.459)  -0.1806
C (1.203, 2.515, 1.945)  -0.2018
N (0.692, 3.674, 2.829)  0.0972
C (-0.653, 3.360, 3.516)  -0.2068
O (-1.221, 3.905, 4.592)  0.0132
C (-1.164, 2.091, 2.552)  -0.1507
C (-2.225, 1.278, 3.494)  -0.0277
C (-3.849, 1.968, 3.219)  -0.1179
C (-4.896, 1.869, 4.590)  -0.0906
O (-4.183, 3.249, 4.033)  -0.1932
B (-1.707, 2.940, 1.234)  -0.4093
O (-2.500, 4.216, 1.340)  0.0448
O (-1.441, 2.458, -0.139)  0.0508
C (0.255, 1.301, 2.497)  -0.1925
F (0.814, 1.047, 3.846)  -0.0207
C (0.362, -0.206, 1.787)  -0.0819
C (-0.939, -0.700, 1.002)  -0.0039
C (-0.940, -2.160, 0.276)  -0.0080
C (0.474, -2.924, 0.546)  -0.0476
C (1.610, -2.201, 1.416)  -0.1017
N (1.675, -0.858, 2.056)  0.0795
H (3.917, 2.300, 4.675)  0.0893
H (5.729, 2.797, 4.836)  0.0946
H (5.326, 1.128, 4.028)  0.0916
H (5.725, 2.373, 1.957)  0.1529
H (5.013, 4.812, 3.577)  0.1066
H (3.608, 2.925, 0.742)  0.1373
H (3.184, 4.211, 2.072)  0.1356
H (1.266, 2.701, 0.786)  0.1811
H (1.451, 4.020, 3.488)  0.1475
H (-2.051, 1.419, 4.643)  0.1414
H (-2.340, 0.137, 3.260)  0.1219
H (-4.356, 1.796, 2.082)  0.1868
H (-5.684, 1.380, 3.834)  0.0523
H (-5.676, 2.637, 4.952)  0.1247
H (-1.888, 5.009, 1.328)  0.1251
H (-1.587, 3.258, -0.753)  0.1396
H (-1.903, -0.039, 0.931)  0.1046
H (-1.824, -2.625, -0.334)  0.1068
H (0.650, -4.006, 0.117)  0.0940
H (2.598, -2.851, 1.594)  0.1100
C (-4.925, 1.058, -6.014)  -0.1388
O (-4.393, -0.226, -5.737)  -0.3395
P (-3.371, -0.482, -4.364)  0.7882
O (-4.494, -0.027, -3.423)  -0.2252
O (-2.485, 0.840, -4.812)  -0.3273
C (-1.673, 0.755, -5.960)  -0.1235
O (-2.350, -0.739, -2.992)  -0.2922
C (-1.596, 0.318, -2.432)  -0.1288
H (-5.974, 0.947, -6.300)  0.0936
H (-4.852, 1.745, -5.166)  0.0880
H (-4.388, 1.479, -6.866)  0.0771
H (-1.885, 1.612, -6.604)  0.0903
H (-1.854, -0.161, -6.528)  0.0885
H (-0.624, 0.807, -5.669)  0.0663
H (-2.204, 1.222, -2.303)  0.0851
H (-0.722, 0.523, -3.057)  0.0898
H (-1.237, -0.001, -1.450)  0.0519
C (0.506, -6.138, 4.255)  -0.1354
O (-0.284, -6.078, 3.080)  -0.3478
P (-1.888, -5.431, 3.123)  0.7799
O (-1.348, -4.081, 3.612)  -0.2228
O (-2.206, -6.382, 4.438)  -0.3265
C (-2.321, -7.774, 4.256)  -0.1328
O (-3.492, -4.784, 3.167)  -0.2910
C (-4.252, -4.790, 4.359)  -0.1280
H (1.522, -5.820, 4.008)  0.0932
H (0.117, -5.513, 5.064)  0.0907
H (0.551, -7.175, 4.590)  0.0773
H (-1.680, -8.278, 4.985)  0.0894
H (-2.020, -8.087, 3.252)  0.0856
H (-3.349, -8.083, 4.445)  0.0847
H (-3.664, -4.435, 5.214)  0.0969
H (-4.641, -5.795, 4.546)  0.0845
H (-5.106, -4.122, 4.223)  0.0950
C (4.179, -1.347, -6.426)  -0.1348
O (3.608, -0.801, -5.250)  -0.3360
P (3.027, 0.829, -5.221)  0.7902
O (2.028, 0.509, -6.340)  -0.2272
O (4.451, 1.318, -5.906)  -0.3263
C (5.625, 1.279, -5.129)  -0.1309
O (2.447, 2.458, -5.193)  -0.2936
C (2.961, 3.434, -6.077)  -0.1278
H (3.796, -2.361, -6.561)  0.0955
H (3.962, -0.756, -7.321)  0.0891
H (5.259, -1.411, -6.290)  0.0785
H (6.401, 0.754, -5.693)  0.0900
H (5.476, 0.762, -4.178)  0.0868
H (5.975, 2.295, -4.946)  0.0853
H (3.017, 3.057, -7.105)  0.0964
H (3.944, 3.767, -5.732)  0.0852
H (2.291, 4.298, -6.060)  0.0947

Values from the calculation:
E   -96719.443 eV
Relative energy (zero: lowest compared OMol25 entry of this formula, charge and spin)   460.4 kcal per mole
HOMO   -0.2976 hartree
Frontier orbital gap   4.69 eV
LUMO   -3.408 eV
Structure (SMILES)   C[C@H](O)CO[C@@H]1NC(=O)[C@@](C[C@H]2CO2)(B(O)O)[C@@]1(F)c1ccccn1.COP(=O)(OC)OC.COP(=O)(OC)OC.COP(=O)(OC)OC